This record from OMol25 describes the molecule C18H17N3O2 at a distorted geometry. The level of theory is wB97M-V/def2-TZVPD.

Each line ends with the Mulliken charge.
Element x y z (Å)
O  4.282  0.933  -3.639  -0.668
O  -0.496  0.432  -3.316  -0.870
N  0.454  -0.495  -1.483  0.658
N  2.102  0.985  -4.175  -0.243
N  0.491  -0.770  -0.180  -0.915
C  -0.513  0.255  -2.100  0.579
C  2.822  -0.293  -2.211  -0.353
C  -3.424  2.243  -0.884  -0.560
C  1.112  -1.085  3.972  -0.707
C  -1.215  -1.614  4.061  -0.744
C  0.975  -0.681  2.660  -0.535
C  -3.339  2.035  0.492  -0.691
C  0.019  -1.553  4.695  0.965
C  -2.512  1.653  -1.726  -0.503
C  -1.451  0.574  0.178  0.655
C  -0.269  -0.721  2.037  0.215
C  -1.515  0.825  -1.205  -0.061
C  -0.398  -0.302  0.633  0.505
C  3.136  0.600  -3.412  0.353
C  0.179  -1.972  6.123  -1.418
C  1.529  -1.116  -2.241  -1.181
C  -1.363  -1.205  2.748  -0.610
C  -2.367  1.217  1.021  -0.565
H  2.082  -1.042  4.447  0.384
H  -4.041  2.525  1.150  0.421
H  0.297  -1.095  6.759  0.290
H  2.303  1.591  -4.953  0.232
H  -4.198  2.882  -1.283  0.409
H  1.828  -0.324  2.104  0.454
H  -2.073  -1.992  4.598  0.322
H  2.820  0.349  -1.326  0.241
H  1.179  -1.276  -3.263  0.615
H  1.065  -2.592  6.244  0.369
H  -2.325  -1.292  2.265  0.581
H  3.679  -0.961  -2.107  0.310
H  -2.532  1.816  -2.793  0.474
H  1.130  0.779  -3.966  0.253
H  -0.690  -2.529  6.467  0.350
H  -2.293  1.078  2.089  0.564
H  1.710  -2.083  -1.767  0.424

Output
SMILES   Cc1ccc(-c2nn(CCC(N)=O)c(=O)c3ccccc23)cc1
HOMO energy   -0.3178 Ha
Energy relative to the best compared isomer or geometry (same formula, charge and spin)   11.2 kcal/mol
Molecular weight   307.35 u
LUMO energy   0.01 eV